{
  "formula": "C12H5BaF11N2O5Sb",
  "method": "ωB97M-V/def2-TZVPD",
  "symbols": ["Ba", "C", "C", "N", "C", "C", "N", "C", "O", "O", "C", "O", "O", "H", "H", "H", "H", "H", "F", "C", "C", "F", "C", "F", "C", "O", "C", "F", "C", "F", "F", "Sb", "F", "F", "F", "F", "F"],
  "coordinates": [[-1.78, -1.02, 0.45], [2.43, -1.22, -1.27], [2.22, -1.31, 0.20], [1.06, -1.33, 0.83], [1.35, -1.40, 2.18], [2.70, -1.42, 2.35], [3.23, -1.36, 1.09], [3.66, -1.47, 3.50], [3.15, -1.53, 4.70], [4.84, -1.46, 3.25], [0.26, -1.46, 3.22], [0.61, -1.51, 4.41], [-0.92, -1.43, 2.78], [1.53, -1.52, -1.79], [3.24, -1.88, -1.59], [2.69, -0.21, -1.57], [4.23, -1.37, 0.93], [2.13, -1.53, 4.67], [0.64, 4.58, -4.09], [0.23, 3.87, -3.06], [-0.07, 4.51, -1.86], [0.06, 5.83, -1.78], [-0.50, 3.78, -0.79], [-0.79, 4.35, 0.36], [-0.65, 2.33, -0.88], [-1.04, 1.65, 0.08], [-0.31, 1.73, -2.15], [-0.43, 0.41, -2.24], [0.11, 2.47, -3.21], [0.42, 1.92, -4.37], [-3.32, -2.81, -0.87], [-5.00, -1.89, -0.65], [-4.36, -1.57, 1.14], [-3.96, -0.32, -1.09], [-6.50, -0.82, -0.34], [-5.36, -2.14, -2.46], [-5.83, -3.47, -0.11]],
  "relative_energy_kcal_mol": 9.7,
  "energy_ha": -2310.5576,
  "total_charge": 0,
  "lumo_energy_ev": [-1.00, -4.22],
  "multiplicity": 2,
  "homo_lumo_gap_ev": [8.77, 5.55]
}


{
  "formula": "C20H10Cl5N2O4Zr",
  "method": "ωB97M-V/def2-TZVPD",
  "symbols": ["Zr", "O", "C", "C", "C", "C", "C", "C", "C", "O", "N", "N", "C", "C", "C", "C", "C", "C", "C", "O", "H", "H", "H", "H", "H", "H", "H", "H", "H", "H", "Cl", "C", "C", "Cl", "C", "Cl", "C", "O", "C", "Cl", "C", "Cl"],
  "coordinates": [[0.63, 0.55, 0.28], [-4.72, -0.24, -0.77], [-4.38, 0.91, -1.39], [-5.37, 1.50, -2.17], [-5.10, 2.66, -2.86], [-3.84, 3.28, -2.78], [-2.87, 2.70, -2.01], [-3.12, 1.52, -1.29], [-2.06, 0.97, -0.47], [-0.87, 1.60, -0.46], [-2.25, -0.08, 0.28], [-1.10, -0.39, 1.03], [-1.17, -1.14, 2.08], [-0.04, -1.39, 2.96], [-0.19, -2.40, 3.91], [0.82, -2.73, 4.78], [2.03, -2.02, 4.70], [2.20, -1.00, 3.79], [1.17, -0.67, 2.93], [1.33, 0.38, 2.06], [-3.94, -0.55, -0.26], [-6.34, 1.02, -2.23], [-5.88, 3.11, -3.46], [-3.65, 4.20, -3.33], [-1.90, 3.16, -1.93], [-2.13, -1.59, 2.31], [-1.14, -2.94, 3.95], [0.69, -3.51, 5.51], [2.84, -2.26, 5.38], [3.12, -0.43, 3.74], [6.71, 0.10, -3.30], [5.17, -0.15, -2.59], [4.50, 0.91, -2.01], [5.17, 2.49, -1.99], [3.26, 0.68, -1.45], [2.39, 2.07, -0.73], [2.65, -0.58, -1.44], [1.42, -0.77, -0.88], [3.34, -1.63, -2.01], [2.61, -3.18, -1.99], [4.59, -1.42, -2.59], [5.41, -2.74, -3.30]],
  "relative_energy_kcal_mol": 0.0,
  "energy_ha": -3526.5493,
  "total_charge": 1,
  "lumo_energy_ev": -4.45,
  "homo_lumo_gap_ev": 6.68
}


{
  "formula": "C6H10N3",
  "method": "ωB97M-V/def2-TZVPD",
  "symbols": ["C", "C", "C", "C", "N", "C", "C", "N", "N", "H", "H", "H", "H", "H", "H", "H", "H", "H", "H"],
  "coordinates": [[0.84, -2.47, 0.55], [-0.07, -1.22, 0.89], [-1.08, -0.76, -0.21], [-0.57, 0.56, -0.57], [-0.98, 1.57, -1.36], [-0.20, 2.68, -1.11], [0.64, 2.35, -0.06], [0.36, 1.03, 0.24], [0.69, -0.01, 1.22], [1.65, -2.12, -0.02], [0.38, -3.17, -0.01], [1.14, -2.88, 1.40], [-0.55, -1.48, 1.84], [-2.06, -0.81, 0.15], [-1.16, -1.31, -1.20], [-1.83, 1.58, -1.81], [-0.41, 3.71, -1.48], [1.53, 2.83, 0.42], [1.68, -0.08, 1.11]],
  "smiles": "C[C@@H]1Cc2[nH+]ccn2N1",
  "relative_energy_kcal_mol": 44.9,
  "energy_ha": -398.5947,
  "total_charge": 1,
  "lumo_energy_ev": -2.93,
  "homo_lumo_gap_ev": 10.65
}


{
  "formula": "C40H36BrCdCl6N5O6",
  "method": "ωB97M-V/def2-TZVPD",
  "symbols": ["Cd", "O", "C", "C", "C", "C", "C", "C", "C", "O", "N", "N", "C", "C", "Br", "C", "C", "C", "C", "C", "C", "C", "H", "H", "H", "H", "H", "H", "H", "H", "H", "H", "H", "H", "H", "H", "N", "C", "C", "C", "C", "N", "H", "H", "H", "H", "H", "H", "H", "H", "H", "H", "H", "H", "Cl", "C", "C", "Cl", "C", "Cl", "C", "O", "C", "O", "C", "Cl", "Cl", "C", "C", "C", "C", "C", "Cl", "C", "N", "C", "C", "C", "C", "C", "C", "C", "C", "O", "O", "H", "H", "H", "H", "H", "H", "H", "H", "H", "H"],
  "coordinates": [[-0.58, -0.35, 0.07], [3.17, -3.05, -1.60], [2.87, -4.09, -0.89], [3.48, -5.36, -1.09], [3.13, -6.46, -0.33], [2.15, -6.38, 0.65], [1.52, -5.16, 0.86], [1.87, -4.03, 0.13], [1.17, -2.72, 0.40], [1.33, -1.79, -0.63], [1.70, -2.14, 1.66], [1.54, -0.85, 1.83], [1.59, -0.35, 3.01], [1.58, 1.08, 3.26], [1.90, 2.21, 1.76], [1.43, 1.67, 4.45], [1.04, 0.98, 5.69], [1.60, 1.38, 6.91], [1.25, 0.76, 8.10], [0.33, -0.27, 8.10], [-0.26, -0.66, 6.90], [0.09, -0.04, 5.71], [2.21, -2.10, -1.10], [4.23, -5.43, -1.88], [3.63, -7.41, -0.52], [1.88, -7.25, 1.24], [0.73, -5.08, 1.59], [0.10, -2.89, 0.52], [1.73, -2.76, 2.46], [1.63, -0.99, 3.88], [1.58, 2.74, 4.51], [2.33, 2.19, 6.91], [1.71, 1.08, 9.02], [0.05, -0.76, 9.02], [-1.00, -1.45, 6.89], [-0.41, -0.32, 4.79], [-1.54, 0.00, -2.70], [-1.34, 0.38, -4.10], [-1.15, -0.79, -5.06], [0.16, -1.58, -4.88], [-0.05, -2.92, -4.18], [-0.50, -2.69, -2.82], [-1.10, -0.91, -2.55], [-2.52, -0.18, -2.51], [-0.46, 1.03, -4.18], [-2.19, 0.98, -4.42], [-1.21, -0.39, -6.08], [-2.00, -1.47, -4.94], [0.86, -0.99, -4.27], [0.64, -1.75, -5.85], [0.86, -3.52, -4.25], [-0.83, -3.47, -4.72], [0.27, -2.62, -2.16], [-1.14, -3.39, -2.46], [-6.03, -4.35, 1.22], [-4.62, -3.37, 1.48], [-4.29, -2.93, 2.74], [-5.29, -3.35, 4.11], [-3.14, -2.14, 2.92], [-2.72, -1.57, 4.51], [-2.30, -1.79, 1.87], [-1.23, -1.07, 2.03], [-2.65, -2.26, 0.54], [-1.87, -1.98, -0.47], [-3.80, -3.03, 0.39], [-4.19, -3.56, -1.22], [2.20, 1.49, -1.86], [2.02, 2.75, -3.03], [2.94, 2.83, -4.06], [2.84, 3.84, -5.00], [1.80, 4.75, -4.91], [0.87, 4.64, -3.89], [-0.49, 5.72, -3.92], [0.95, 3.65, -2.90], [0.02, 3.51, -1.90], [-0.35, 4.56, -1.03], [0.50, 5.64, -0.80], [0.14, 6.65, 0.07], [-1.07, 6.58, 0.75], [-1.90, 5.50, 0.52], [-1.58, 4.48, -0.36], [-2.55, 3.36, -0.60], [-2.15, 1.98, -0.08], [-3.02, 1.15, 0.15], [-0.88, 1.78, 0.00], [3.74, 2.10, -4.10], [3.57, 3.91, -5.80], [1.68, 5.53, -5.64], [-0.07, 2.60, -1.45], [1.46, 5.66, -1.31], [0.82, 7.49, 0.23], [-1.35, 7.36, 1.44], [-2.85, 5.44, 1.05], [-2.70, 3.21, -1.67], [-3.52, 3.61, -0.16]],
  "relative_energy_kcal_mol": 12.3,
  "energy_ha": -7774.1565,
  "total_charge": -2,
  "lumo_energy_ev": 3.79,
  "homo_lumo_gap_ev": 5.79
}